Record 1
Here is a structure of composition C32H32Cl2N3O3PTa from the OMol25 dataset. Energies are from ωB97M-V/def2-TZVPD.

```
74
C32H32Cl2N3O3PTa | the OMol25 dataset | ωB97M-V/def2-TZVPD
Ta 0.6218 -0.0995 -0.1639
C 3.6527 -0.1724 0.6710
O 2.2596 0.0555 1.1282
C 2.0909 -0.2019 2.5278
C 3.1240 -0.3245 3.4322
C 2.7655 -0.6009 4.7462
C 1.4337 -0.7381 5.1161
C 0.4126 -0.5907 4.1922
C 0.7586 -0.3236 2.8757
N -0.1435 -0.0671 1.7904
N -1.3609 0.1522 2.2173
C -2.3569 0.5987 1.4856
C -2.2072 1.0243 0.1222
O -0.9736 0.9052 -0.3794
C -3.2298 1.5779 -0.6148
C -4.4641 1.7048 0.0138
C -4.7084 1.3036 1.3394
C -5.9951 1.4714 1.9017
C -6.2335 1.0810 3.1939
C -5.1961 0.5204 3.9496
C -3.9267 0.3468 3.4271
C -3.6628 0.7392 2.1190
H 4.2612 0.6176 1.1009
H 3.6541 -0.1416 -0.4109
H 3.9508 -1.1556 1.0237
H 4.1637 -0.2187 3.1656
H 3.5438 -0.7101 5.4884
H 1.1877 -0.9562 6.1460
H -0.6217 -0.6736 4.4863
H -3.0704 1.9122 -1.6292
H -5.2856 2.1412 -0.5432
H -6.7796 1.9103 1.2989
H -7.2133 1.2033 3.6336
H -5.3928 0.2168 4.9695
H -3.1455 -0.0878 4.0326
Cl 3.8467 -3.2801 -2.1897
C 2.1712 -3.5613 -2.0474
C 1.5881 -4.7365 -2.5767
C 0.2441 -4.9676 -2.4536
Cl -0.4328 -6.4059 -3.0833
C -0.6154 -4.0221 -1.8096
C -1.9998 -4.1519 -1.6418
C -2.6887 -3.1262 -1.0255
C -2.0186 -1.9904 -0.5976
N -0.6908 -1.8197 -0.6997
C -0.0157 -2.8577 -1.3024
C 1.3641 -2.6645 -1.4005
O 1.7461 -1.4962 -0.8230
H 2.2234 -5.4580 -3.0721
H -2.5121 -5.0366 -1.9971
H -3.7575 -3.1820 -0.8791
H -2.5956 -1.1991 -0.1509
C 1.5276 4.7036 -1.5242
C 1.1400 3.4489 -0.7346
P 1.6606 1.8901 -1.5211
C 0.7829 1.7179 -3.1143
C 0.5483 0.2561 -3.4974
C 3.4440 1.9845 -1.8593
C 4.0228 0.8241 -2.6726
H 1.0497 5.5719 -1.0743
H 1.1993 4.6498 -2.5626
H 2.6015 4.8774 -1.5059
H 0.0551 3.3766 -0.6209
H 1.5604 3.4750 0.2751
H 1.3448 2.2494 -3.8851
H -0.1704 2.2411 -3.0057
H 1.4756 -0.2860 -3.6781
H -0.0688 0.1860 -4.3920
H -0.0110 -0.2940 -2.7217
H 3.9578 2.1460 -0.9116
H 3.5610 2.9161 -2.4206
H 3.6736 -0.1617 -2.3490
H 5.1086 0.8323 -2.6020
H 3.7666 0.9304 -3.7260
```

Computed properties:
Multiplicity   1
Highest occupied orbital energy   -16.233 eV
DFT total energy   -80179.0214 eV
Kohn-Sham gap   0.212 Ha
Largest force on an atom   1.02 eV/A
Charge   +3

***

Record 2
Here is a structure of composition C4H17HgN2O from the OMol25 dataset. Energies are from ωB97M-V/def2-TZVPD.

```
25
C4H17HgN2O | the OMol25 dataset | ωB97M-V/def2-TZVPD
C -2.2730 0.3113 -2.9587
Hg -0.8237 0.2096 -1.4678
N 2.5810 0.0430 0.2632
N 1.4996 -0.9439 -2.5480
H 2.8576 -0.9072 -0.0108
H 1.3837 0.0796 0.4448
H -2.8937 1.2000 -2.7885
H -2.8968 -0.5902 -2.9236
H -1.7725 0.3833 -3.9327
H 1.7276 -1.8309 -2.0893
H 2.3748 -0.4303 -2.6827
H 1.1598 -1.1816 -3.4842
H 2.8480 0.6895 -0.4880
H 3.1062 0.2960 1.1064
C -1.8995 0.7263 1.6932
C -0.4082 0.5236 1.7886
C -0.0367 -0.4359 2.9022
O 0.1210 0.0621 0.5354
H -2.4141 -0.2097 1.4417
H -2.1635 1.4824 0.9470
H -2.2926 1.0749 2.6560
H 0.0590 1.4969 2.0065
H -0.3866 -1.4504 2.6694
H 1.0439 -0.4725 3.0748
H -0.5013 -0.1260 3.8454
```

Computed properties:
Multiplicity   1
Highest occupied orbital energy (spin up / spin down)   0.074 / 0.276 eV
DFT total energy   -13622.8884 eV
Kohn-Sham gap (spin up / spin down)   0.126 / 0.117 Ha
Largest force on an atom   1.38 eV/A
Charge   -1

***

Record 3
Here is a cluster of 7 separate species, C49H103N5O9 in total from the OMol25 dataset. Energies are from ωB97M-V/def2-TZVPD.

```
166
C49H103N5O9 | the OMol25 dataset | ωB97M-V/def2-TZVPD
O 2.2967 3.7642 2.6950
C 1.2030 4.3269 3.4500
C -0.2271 4.5549 2.8187
O -0.2032 5.4023 1.6349
H 1.5153 5.3519 3.6504
H 1.0136 3.8511 4.4122
H -0.9917 4.8890 3.5199
H -0.6600 3.6174 2.4697
O 1.3255 2.1108 -0.2276
C 0.1228 1.3556 -0.0975
C 0.1462 -0.2221 0.1475
O 0.9908 -0.6624 1.2005
H -0.5721 1.4834 -0.9275
H -0.4035 1.8204 0.7362
H 0.4449 -0.6260 -0.8198
H -0.9139 -0.4578 0.2414
C 5.2225 -2.3265 2.4078
C 5.0313 -2.6622 0.8700
C 3.8273 -3.5533 0.6663
C 3.3983 -3.7306 -0.8060
C 3.2464 -2.4365 -1.5781
C 4.4525 -1.4377 -1.3278
N 4.8408 -1.3584 0.1080
O 5.8112 -0.3936 0.3780
C 5.6542 -1.8245 -2.2254
C 3.9568 -0.0993 -1.8097
C 6.3599 -3.3743 0.3968
H 4.3056 -1.9258 2.8402
H 6.0418 -1.6111 2.4791
H 5.3672 -3.2080 3.0323
H 4.1560 -4.5388 0.9961
H 3.0831 -3.0301 1.2668
H 2.4335 -4.2178 -0.9472
H 4.1274 -4.3123 -1.3702
H 2.3180 -2.0094 -1.1990
H 3.1995 -2.8512 -2.5850
H 5.6679 -2.9137 -2.2643
H 5.5391 -1.4853 -3.2548
H 6.5995 -1.4397 -1.8427
H 3.6059 -0.1170 -2.8415
H 3.0578 0.0825 -1.2209
H 4.7326 0.6598 -1.7099
H 6.8578 -3.9526 1.1751
H 7.0000 -2.5375 0.1174
H 6.0575 -3.9784 -0.4586
H 6.5462 -0.4573 -0.2364
C 3.4944 -2.5232 6.0236
C 1.9192 -2.5062 5.6701
C 1.2995 -2.6951 7.1182
C -0.2041 -2.5603 7.0275
C -0.5916 -1.1292 6.5011
C 0.0919 -0.7298 5.1923
N 1.4756 -1.1846 5.1466
O 2.1136 -0.7798 3.9968
C -0.7615 -1.1176 3.9783
C 0.2531 0.8680 5.3502
C 1.6949 -3.6692 4.6765
H 3.9911 -2.2249 5.1003
H 3.9884 -3.4191 6.3998
H 3.8407 -1.6189 6.5241
H 1.6720 -3.5948 7.6080
H 1.6275 -1.8274 7.6906
H -0.6343 -2.6676 8.0232
H -0.4776 -3.4432 6.4498
H -0.3973 -0.4211 7.3067
H -1.6774 -1.1842 6.4226
H -0.2785 -1.7632 3.2449
H -1.7059 -1.5885 4.2513
H -1.0605 -0.2360 3.4113
H -0.7238 1.3513 5.3376
H 0.6039 1.1028 6.3552
H 0.8522 1.4589 4.6575
H 2.3931 -3.6847 3.8396
H 0.6581 -3.6602 4.3403
H 1.8737 -4.6582 5.0984
H 1.5869 -1.2283 3.3312
C -4.7453 4.5077 0.4215
C -5.6083 3.1936 0.4262
C -5.2312 2.3748 -0.8398
C -3.8998 1.6851 -0.7968
C -3.8780 0.7657 0.4229
C -4.2091 1.5518 1.7964
N -5.3913 2.3901 1.6262
O -5.8815 3.0838 2.7504
C -4.5249 0.5053 2.8299
C -3.0128 2.3442 2.2922
C -7.1334 3.4696 0.2809
H -3.6909 4.3468 0.6463
H -5.2099 5.0950 1.2136
H -4.9303 4.9540 -0.5556
H -6.0775 1.6921 -0.7631
H -5.3427 2.8366 -1.8208
H -3.1173 2.4159 -0.5923
H -3.7698 1.1002 -1.7073
H -2.8630 0.3684 0.4352
H -4.5590 -0.0490 0.1770
H -3.6894 -0.1894 2.9162
H -4.7283 0.9287 3.8135
H -5.3683 -0.1486 2.6079
H -2.2762 1.8331 2.9121
H -2.4070 2.6183 1.4284
H -3.3365 3.2306 2.8376
H -7.4162 4.0590 -0.5913
H -7.4325 4.1477 1.0802
H -7.8271 2.6315 0.3485
H -5.3092 3.8542 2.7290
C 2.9143 3.9562 -3.8553
C 1.5111 4.2489 -4.3712
C 0.9558 2.8252 -4.7717
C -0.5693 2.7817 -4.9615
C -1.2149 3.2674 -3.7223
C -0.7488 4.6789 -3.2508
N 0.7381 4.8347 -3.2409
O 1.0999 6.1291 -2.9176
C -1.4763 5.7091 -4.1500
C -1.3360 4.7519 -1.7997
C 1.6839 5.1172 -5.6664
H 2.8842 3.6234 -2.8178
H 3.5412 3.2789 -4.4353
H 3.4186 4.9222 -3.8799
H 1.3127 2.5294 -5.7582
H 1.3773 2.0321 -4.1542
H -0.9714 3.3336 -5.8111
H -0.8880 1.7417 -5.0319
H -1.1027 2.6123 -2.8584
H -2.3018 3.2561 -3.8036
H -1.0588 6.7050 -4.0018
H -2.5338 5.6597 -3.8905
H -1.4793 5.4898 -5.2177
H -0.9457 4.0510 -1.0618
H -2.4214 4.7163 -1.7063
H -1.0972 5.7047 -1.3273
H 2.4630 4.7263 -6.3209
H 0.8230 5.4830 -6.2260
H 2.1549 6.0723 -5.4337
H 0.8008 6.6447 -3.6701
C -3.0151 -4.9198 -1.5861
C -1.5433 -4.8427 -1.7739
C -1.0276 -6.0572 -2.6756
C -1.1115 -5.8043 -4.2100
C -0.5473 -4.4648 -4.5692
C -1.0665 -3.2521 -3.8743
N -1.0781 -3.6048 -2.4047
O -1.5617 -2.5711 -1.6219
C 0.0297 -2.1545 -4.0521
C -2.3728 -2.7032 -4.4464
C -0.8362 -4.9416 -0.4586
H -3.3439 -5.6854 -0.8834
H -3.6520 -5.0272 -2.4642
H -3.2549 -4.0272 -1.0083
H 0.0357 -6.2708 -2.5665
H -1.6560 -6.9349 -2.5239
H -2.1679 -5.7497 -4.4727
H -0.6525 -6.6095 -4.7836
H -0.8169 -4.3720 -5.6213
H 0.5394 -4.4913 -4.6491
H 1.0074 -2.5885 -3.8427
H -0.0408 -1.5322 -4.9442
H -0.0815 -1.3564 -3.3181
H -3.2151 -3.3718 -4.6242
H -2.7708 -1.9521 -3.7641
H -2.2139 -2.2116 -5.4062
H -1.0733 -4.1402 0.2412
H 0.2516 -4.9792 -0.5158
H -1.2370 -5.8444 0.0023
H -0.6963 -2.2040 -1.4273
```

Computed properties:
Multiplicity   1
Highest occupied orbital energy   5.416 eV
DFT total energy   -78333.1455 eV
Kohn-Sham gap   0.047 Ha
Largest force on an atom   4.75 eV/A
Charge   -4

***

Record 4
Here is a cluster of 5 separate species, C14H38ClN6O10 in total from the OMol25 dataset. Energies are from ωB97M-V/def2-TZVPD.

```
69
C14H38ClN6O10 | the OMol25 dataset | ωB97M-V/def2-TZVPD
Cl 1.0530 -1.2989 -0.4258
O -0.0916 -0.4239 -0.3729
O 1.9959 -1.0036 0.6242
O 0.5530 -2.6505 -0.3313
O 1.7607 -1.0955 -1.6543
C -1.1998 -5.0736 2.4514
O -1.8945 -5.4769 3.3825
N 0.1359 -4.8373 2.5571
N -1.6653 -4.6024 1.2589
H 0.7549 -4.4783 1.8540
H 0.4691 -5.0517 3.4848
H -2.5411 -5.0451 1.0197
H -1.0557 -4.2526 0.5402
C 5.0595 -1.1829 -3.9236
O 5.6661 -0.9687 -2.8841
N 3.7877 -0.7872 -4.1331
N 5.5737 -1.7999 -5.0520
H 3.2816 -0.3934 -3.3529
H 3.2903 -1.1253 -4.9322
H 6.5487 -1.9713 -5.2075
H 4.9869 -1.9259 -5.8525
C -0.2470 3.2806 0.3253
O -0.8718 3.8283 1.4749
C -0.2985 3.3468 2.6744
C -0.9324 4.2115 3.7797
N -0.1516 4.2825 5.0523
C 0.3417 2.9904 5.4728
C 1.2714 3.0101 6.6806
O 1.7629 1.6955 6.7564
C 2.7783 1.5198 7.7167
H 0.8332 3.4117 0.2329
H -0.7298 3.7925 -0.5089
H -0.5044 2.2251 0.2011
H 0.7922 3.3590 2.7567
H -0.6057 2.2996 2.7760
H -1.9336 3.9807 4.1422
H -0.9383 5.2443 3.4290
H 0.5874 4.9643 4.9398
H 0.8204 2.3714 4.7043
H -0.4759 2.2927 5.6949
H 0.8492 3.3536 7.6299
H 2.1306 3.6563 6.4392
H 3.2421 0.5578 7.5057
H 2.5137 1.5733 8.7768
H 3.5150 2.3111 7.5272
C -0.2655 -4.5883 -3.1055
O -0.5251 -3.9669 -4.3319
C -1.6977 -3.2082 -4.4873
C -1.6579 -1.9217 -3.6996
N -2.8098 -1.0357 -3.9285
C -2.8102 0.0675 -2.9661
C -2.8813 1.3714 -3.7232
O -2.8635 2.4763 -2.7998
C -3.0444 3.6973 -3.4685
H -1.1919 -4.7663 -2.5470
H 0.3836 -3.9737 -2.4753
H 0.2565 -5.5319 -3.2723
H -2.5744 -3.7751 -4.1343
H -1.8671 -2.9338 -5.5284
H -0.7725 -1.5192 -4.2055
H -1.4852 -2.0560 -2.6298
H -3.6619 -1.5702 -3.8283
H -2.0920 0.0495 -2.1443
H -3.7655 -0.0154 -2.4327
H -3.8690 1.4296 -4.1857
H -2.0154 1.4853 -4.3802
H -3.7711 3.6414 -4.2809
H -2.0482 3.9669 -3.8556
H -3.1885 4.5630 -2.8199
```

Computed properties:
Multiplicity   1
Highest occupied orbital energy   -6.602 eV
DFT total energy   -57065.4860 eV
Kohn-Sham gap   0.341 Ha
Largest force on an atom   1.95 eV/A
Charge   -1